Computed, not measured: a structure of composition C34H24N4O8PSY in a non-equilibrium geometry, with ωB97M-V/def2-TZVPD.

Geometry as XYZ:
```
73
C34H24N4O8PSY, DFT ωB97M-V/def2-TZVPD
Y -0.90094 2.11528 -0.78578
S -3.57841 2.16094 -1.65734
P -0.29157 -1.31400 0.32002
O 2.61521 6.40932 2.65388
O -1.99558 0.51592 0.44860
O 0.81517 1.13363 0.67302
O -1.32175 4.34979 -1.35773
O 0.91780 2.36068 -1.99268
O 1.85566 1.31323 2.66019
O -1.77208 2.24779 1.80353
O -0.97185 6.54948 -1.00372
N -1.17040 0.56068 -2.54398
N 0.31865 3.68905 0.59448
N -4.56242 -0.29180 -1.98795
N -2.37738 -0.12105 -2.56539
C 3.05387 1.73652 -2.75045
C 1.30227 -3.74565 -0.08280
C 3.85503 0.93960 -3.53475
C -0.40566 -2.16840 3.05413
C -3.41658 0.49140 -2.07738
C 1.30678 1.77112 1.65668
C 1.64991 1.54595 -2.66708
C 3.42587 -2.67846 1.33820
C -2.75485 -2.77465 0.60373
C -1.33142 -0.00074 2.60863
C 2.48251 -4.47017 0.06037
C 2.25089 -1.95659 1.19736
C 3.54879 -3.94274 0.77190
C -3.65393 -4.19235 -1.12754
C -0.28129 0.05276 -3.31394
C -1.63241 0.15436 3.95227
C 0.18017 4.98424 0.34449
C -1.55268 -3.06536 -1.44107
C 1.94843 -0.31994 -4.22059
C -0.74520 -2.02919 4.39358
C 1.11246 0.44528 -3.39855
C -0.80282 5.35071 -0.77691
C -1.73658 1.02545 1.58833
C -0.68161 -1.15748 2.13713
C 1.15808 -2.48453 0.49297
C 1.98199 4.16297 2.22582
C 1.19829 3.28393 1.50596
C 1.83594 5.51734 1.96706
C -2.54119 -3.91561 -1.91237
C -1.34353 -0.86246 4.84895
C 3.30668 -0.09227 -4.30610
C -1.61783 -2.51219 -0.15909
C -3.76738 -3.59641 0.12163
C 0.92330 5.93957 1.01065
H -2.45191 -4.34926 -2.90171
H 2.68548 3.78872 2.95611
H 0.78874 6.98400 0.75220
H -0.54840 -2.84277 5.08317
H 2.56453 -5.45393 -0.38924
H 3.93509 -0.70535 -4.93979
H 2.16728 -0.96928 1.64551
H 4.92437 1.12159 -3.56543
H 2.39961 7.29186 2.33155
H 4.25328 -2.24545 1.88890
H -2.11557 1.06804 4.27642
H -0.59579 -0.78289 -3.94371
H -4.65505 -3.76591 0.72093
H -0.72070 -2.80047 -2.08487
H -2.86276 -2.31434 1.57784
H 0.06982 -3.08178 2.71709
H -4.35542 -1.27303 -1.85265
H -1.59012 -0.75155 5.89885
H 3.47402 2.54946 -2.17000
H 4.46569 -4.51003 0.88456
H -4.43058 -4.85417 -1.49328
H 1.49967 -1.11848 -4.80504
H 0.48204 -4.18979 -0.63029
H -5.21969 0.08985 -1.32755
```

As for the HOMO-LUMO gap: 6.338 eV. As for the calculated total energy: -2909.28121 hartree. The HOMO energy comes out at -2.09 eV. As for the total charge: -2.